No. 1
# C2F3N2O2

A cluster of 2 separate species, C2F3N2O2 in total in a non-equilibrium geometry (ωB97M-V/def2-TZVPD, OMol25).

## Properties
HOMO = -18.4 eV
Multiplicity = 1
Total energy = -17292.11179 eV
Total charge = +1
Strongest force on any atom = 7.1 eV/A
ΔE to the lowest compared entry with this formula, charge and spin = 0.000 eV

Each line ends with the natural charge from an NBO analysis.
CARTESIAN COORDINATES (ANGSTROEM)
C 0.58 -1.44 0.93  1.136
C -1.09 0.35 0.05  1.270
N 2.10 1.29 -1.71  0.117
N 1.23 0.87 -1.15  -0.113
O 0.97 -2.15 1.68  -0.259
O 0.27 -0.52 0.19  -0.495
F -1.19 0.48 -1.25  -0.218
F -2.04 -0.34 0.61  -0.229
F -0.83 1.45 0.64  -0.210

No. 2
# C4H3FIO2

A cluster of 2 separate species, C4H3FIO2 in total in a non-equilibrium geometry (ωB97M-V/def2-TZVPD, OMol25).

## Properties
HOMO = -3.7 eV
Multiplicity = 1
Total energy = -19108.75864 eV
Total charge = -1
Strongest force on any atom = 4.9 eV/A
ΔE to the lowest compared entry with this formula, charge and spin = 1.336 eV

Each line ends with the natural charge from an NBO analysis.
CARTESIAN COORDINATES (ANGSTROEM)
C 1.49 1.72 0.59  1.031
C 0.10 -1.26 -0.42  -0.460
C -0.32 -0.32 0.73  -0.491
C -0.87 -0.10 -0.48  0.439
O 1.02 2.69 1.11  -0.562
O 2.38 1.01 0.24  -0.557
F -0.93 1.04 -1.29  -0.369
I -3.32 -0.96 -0.86  -0.605
H 1.06 -1.03 -0.90  0.166
H -0.18 -2.22 -0.50  0.181
H -0.45 -0.57 1.79  0.227

No. 3
# C2H5PS

A cluster of 2 separate species, C2H5PS in total in a non-equilibrium geometry (ωB97M-V/def2-TZVPD, OMol25).

## Properties
HOMO (spin up / spin down) = -8.4 / -8.1 eV
Multiplicity = 1
Total energy = -22273.54233 eV
Total charge = 0
Strongest force on any atom = 2.4 eV/A
ΔE to the lowest compared entry with this formula, charge and spin = 4.362 eV

Each line ends with the natural charge from an NBO analysis.
CARTESIAN COORDINATES (ANGSTROEM)
C 0.33 -1.10 -0.23  -0.715
C -0.24 1.44 0.75  -0.722
P 0.37 -2.79 -0.25  0.393
S 0.87 -0.04 0.91  0.352
H -0.16 0.38 -1.56  0.013
H 0.33 2.33 0.54  0.229
H -0.86 1.60 1.59  0.229
H -0.74 0.98 -0.14  0.240
H 0.10 -2.80 -1.61  -0.019

No. 4
# C6H13P

A cluster of 2 separate species, C6H13P in total in a non-equilibrium geometry (ωB97M-V/def2-TZVPD, OMol25).

## Properties
HOMO = -7.5 eV
Multiplicity = 1
Total energy = -15716.09752 eV
Total charge = 0
Strongest force on any atom = 4.1 eV/A
ΔE to the lowest compared entry with this formula, charge and spin = 4.894 eV

Each line ends with the natural charge from an NBO analysis.
CARTESIAN COORDINATES (ANGSTROEM)
C -1.62 1.35 -0.93  -0.378
C 2.77 0.84 1.01  -0.578
C -0.65 0.45 -0.98  -0.307
C -0.25 -0.10 -2.32  -0.641
C -0.77 0.36 1.91  -0.912
C 0.45 -1.84 0.31  -0.930
P 0.40 0.05 0.46  1.024
H -1.98 1.98 -0.09  0.216
H -2.12 1.39 -1.91  0.195
H 3.00 -0.14 1.38  0.105
H 2.49 1.48 1.80  0.105
H -0.70 0.52 -3.06  0.221
H 0.92 0.07 -2.40  0.230
H -0.43 -1.13 -2.46  0.216
H -0.27 0.16 2.88  0.242
H -0.84 1.39 1.89  0.238
H -1.51 -0.38 1.82  0.233
H -0.57 -2.12 -0.05  0.222
H 1.01 -2.10 -0.60  0.249
H 0.69 -2.23 1.32  0.251

No. 5
# C24H38BN6Pb

A structure of composition C24H38BN6Pb in a non-equilibrium geometry (ωB97M-V/def2-TZVPD, OMol25).

## Properties
HOMO = -9.4 eV
Multiplicity = 1
Total energy = -40351.53377 eV
Total charge = +1
Strongest force on any atom = 5.6 eV/A
ΔE to the lowest compared entry with this formula, charge and spin = 6.358 eV

Each line ends with the natural charge from an NBO analysis.
CARTESIAN COORDINATES (ANGSTROEM)
Pb -2.03 2.31 1.22  1.559
B 0.21 -0.14 -0.62  -0.808
H 0.17 -0.38 0.43  0.000
H 0.22 -0.98 -1.29  0.035
H -0.51 0.60 -0.95  -0.036
H 1.18 0.33 -0.69  0.038
C -4.71 8.18 -5.22  -0.617
C -3.68 7.13 -4.72  -0.386
C -3.75 7.19 -3.16  -0.526
C -2.84 6.27 -2.56  0.344
N -2.06 5.54 -2.08  -0.409
H -4.40 9.17 -4.88  0.206
H -5.71 8.01 -4.82  0.206
H -4.87 8.34 -6.29  0.232
H -2.72 7.27 -5.22  0.230
H -3.97 6.14 -5.05  0.213
H -4.75 6.92 -2.80  0.253
H -3.50 8.16 -2.73  0.258
C 2.18 2.69 7.57  -0.612
C 1.07 1.90 8.37  -0.380
C 0.43 0.72 7.64  -0.535
C -0.17 0.88 6.34  0.365
N -0.64 1.09 5.29  -0.441
H 2.76 1.96 7.00  0.209
H 2.89 3.16 8.25  0.228
H 1.73 3.36 6.84  0.208
H 0.31 2.56 8.78  0.214
H 1.58 1.45 9.23  0.222
H -0.48 0.45 8.18  0.261
H 1.03 -0.18 7.53  0.267
N -1.40 -4.20 0.36  -0.509
C -1.68 -5.22 -0.50  -0.054
C -2.48 -6.12 0.20  -0.277
C -2.73 -5.67 1.44  -0.307
C -2.04 -4.50 1.55  -0.051
H -0.93 -3.32 0.20  0.426
H -1.21 -5.20 -1.47  0.219
H -2.82 -7.06 -0.19  0.224
H -3.41 -5.98 2.23  0.232
H -2.08 -3.73 2.31  0.195
N 3.70 -1.13 -2.98  -0.516
C 4.15 -0.18 -3.87  -0.072
C 5.15 -0.76 -4.69  -0.284
C 5.14 -2.19 -4.38  -0.306
C 4.36 -2.25 -3.25  -0.031
H 3.01 -1.01 -2.24  0.431
H 3.83 0.85 -3.98  0.216
H 5.71 -0.36 -5.52  0.228
H 5.54 -3.04 -4.91  0.235
H 4.10 -3.11 -2.65  0.201
N -1.01 -0.71 -5.50  -0.511
C -1.31 0.29 -6.41  -0.094
C -1.80 -0.38 -7.49  -0.293
C -1.82 -1.76 -7.28  -0.309
C -1.23 -1.94 -6.05  -0.066
H -0.69 -0.64 -4.54  0.410
H -1.06 1.31 -6.14  0.212
H -2.16 0.12 -8.38  0.218
H -2.23 -2.52 -7.93  0.229
H -1.10 -2.83 -5.44  0.206
N 2.61 -4.44 6.62  -0.487
C 3.71 -3.91 6.05  -0.090
C 3.23 -3.13 4.95  -0.302
C 1.78 -3.13 5.04  -0.325
C 1.52 -3.94 6.10  -0.072
H 2.61 -5.01 7.45  0.415
H 4.68 -4.12 6.46  0.219
H 3.78 -2.56 4.21  0.221
H 1.05 -2.56 4.47  0.220
H 0.55 -4.07 6.55  0.203

No. 6
# C4H14N3

A cluster of 2 separate species, C4H14N3 in total in a non-equilibrium geometry (ωB97M-V/def2-TZVPD, OMol25).

## Properties
HOMO (spin up / spin down) = -4.7 / -9.2 eV
Multiplicity = 2
Total energy = -8843.20190 eV
Total charge = 0
<S²> = 0.75
Strongest force on any atom = 2.5 eV/A
ΔE to the lowest compared entry with this formula, charge and spin = 0.153 eV

Each line ends with the natural charge from an NBO analysis.
CARTESIAN COORDINATES (ANGSTROEM)
N 1.53 0.88 1.41  -0.843
C 1.64 1.22 0.08  0.041
N 2.54 0.74 -0.84  -0.864
H 1.94 0.02 1.73  0.372
H 0.72 1.24 1.87  0.388
H 0.89 1.90 -0.29  0.147
H 2.24 0.72 -1.80  0.393
H 3.43 0.40 -0.54  0.381
C -1.14 -0.06 -0.57  -0.212
C -1.65 -1.29 0.19  -0.404
C -0.88 -1.48 1.49  -0.601
N -1.88 0.07 -1.84  -0.826
H -0.07 -0.17 -0.79  0.192
H -1.16 0.84 0.07  0.148
H -1.53 -2.16 -0.47  0.209
H -2.70 -1.11 0.41  0.187
H -0.92 -0.56 2.07  0.191
H 0.16 -1.71 1.30  0.199
H -1.30 -2.28 2.10  0.208
H -1.60 0.94 -2.28  0.350
H -2.86 0.16 -1.61  0.344